[1]
DFT (ωB97M-V/def2-TZVPD) results for a molecular structure, C26H24N2O6Pd in a non-equilibrium geometry.

Positions of all 59 atoms, in Å:
Pd (-0.507, 0.130, 0.706)
O (1.937, -0.099, 0.441)
C (2.696, -0.021, 1.662)
C (1.673, 0.136, 2.880)
O (2.108, 0.041, 4.010)
O (0.492, 0.398, 2.543)
C (3.548, 1.240, 1.636)
C (4.050, 1.804, 2.804)
C (4.813, 2.957, 2.752)
C (5.110, 3.554, 1.536)
C (4.632, 2.987, 0.368)
C (3.854, 1.843, 0.420)
C (3.569, -1.262, 1.763)
C (3.543, -2.152, 2.827)
C (4.330, -3.292, 2.796)
C (5.140, -3.560, 1.707)
C (5.185, -2.666, 0.651)
C (4.405, -1.527, 0.679)
H (2.133, -0.955, 0.027)
H (3.821, 1.354, 3.758)
H (5.172, 3.398, 3.671)
H (5.702, 4.457, 1.501)
H (4.870, 3.431, -0.590)
H (3.472, 1.415, -0.493)
H (2.915, -1.953, 3.680)
H (4.302, -3.969, 3.635)
H (5.737, -4.459, 1.681)
H (5.832, -2.843, -0.195)
H (4.457, -0.827, -0.143)
O (-2.738, 0.972, -2.524)
C (-3.052, 0.416, -1.498)
N (-2.201, -0.191, -0.599)
C (-2.901, -0.704, 0.437)
O (-2.337, -1.191, 1.429)
C (-4.347, -0.506, 0.216)
C (-5.447, -0.811, 0.989)
C (-6.676, -0.315, 0.567)
C (-6.779, 0.466, -0.574)
C (-5.666, 0.755, -1.362)
C (-4.450, 0.252, -0.954)
H (-5.346, -1.394, 1.891)
H (-7.559, -0.512, 1.156)
H (-7.742, 0.874, -0.843)
H (-5.742, 1.379, -2.240)
C (0.017, 5.655, 0.138)
N (-0.382, 4.279, 0.317)
C (-1.332, 3.921, 1.355)
C (0.049, 3.272, -0.459)
C (1.135, 3.514, -1.467)
O (-0.452, 2.151, -0.339)
H (-0.513, 6.274, 0.857)
H (-0.242, 6.011, -0.864)
H (1.089, 5.784, 0.300)
H (-1.648, 4.814, 1.886)
H (-0.862, 3.221, 2.061)
H (-2.205, 3.428, 0.917)
H (1.116, 4.508, -1.899)
H (1.014, 2.777, -2.257)
H (2.097, 3.349, -0.982)

As for the LUMO energy (alpha / beta): -1.80 / -1.86 eV. The value obtained for the HOMO energy (alpha / beta) is -8.78 / -8.78 eV.



[2]
DFT (ωB97M-V/def2-TZVPD) results for a molecular structure, C26H24N7OOsSSe in a non-equilibrium geometry.

Positions of all 61 atoms, in Å:
Os (0.413, 0.533, 0.193)
C (-4.857, -0.214, 1.194)
C (-3.795, -0.388, 2.076)
C (-2.572, 0.198, 1.803)
C (-2.440, 0.995, 0.671)
C (-3.497, 1.182, -0.217)
C (-4.705, 0.556, 0.044)
N (-1.167, 1.608, 0.422)
C (-1.152, 2.975, 0.086)
C (-2.221, 3.859, 0.267)
C (-2.038, 5.191, -0.054)
C (-0.812, 5.635, -0.544)
C (0.274, 4.761, -0.673)
C (0.074, 3.452, -0.352)
N (1.097, 2.426, -0.298)
N (2.257, 2.786, -0.559)
C (3.149, 1.935, 0.109)
C (4.500, 2.087, -0.119)
C (5.372, 1.368, 0.700)
C (4.835, 0.584, 1.697)
C (3.432, 0.498, 1.842)
N (2.601, 1.150, 1.054)
H (-5.815, -0.673, 1.409)
H (-3.932, -0.960, 2.986)
H (-1.740, 0.107, 2.489)
H (-3.361, 1.776, -1.114)
H (-5.532, 0.679, -0.644)
H (-3.156, 3.512, 0.683)
H (-2.844, 5.898, 0.099)
H (-0.688, 6.678, -0.807)
H (1.240, 5.108, -1.011)
H (4.845, 2.754, -0.900)
H (6.444, 1.451, 0.570)
H (5.474, 0.048, 2.388)
H (2.998, -0.097, 2.641)
Se (0.964, -2.175, 3.271)
N (2.153, -3.268, 2.572)
C (2.443, -2.817, 1.362)
C (3.356, -3.370, 0.400)
C (3.479, -2.719, -0.784)
C (2.737, -1.521, -1.064)
N (1.911, -0.984, -0.209)
C (1.756, -1.632, 0.994)
N (0.916, -1.095, 1.841)
H (3.917, -4.271, 0.624)
H (4.148, -3.093, -1.549)
H (2.860, -1.015, -2.016)
O (-0.709, -0.972, -0.462)
S (-1.738, -1.296, -1.595)
C (-2.738, -2.608, -0.850)
C (-2.381, -3.918, -1.566)
C (-0.927, -3.785, -2.012)
C (-0.864, -2.416, -2.685)
H (-3.786, -2.320, -0.935)
H (-2.448, -2.588, 0.203)
H (-3.026, -4.053, -2.435)
H (-2.541, -4.769, -0.907)
H (-0.626, -4.579, -2.692)
H (-0.255, -3.807, -1.149)
H (-1.410, -2.396, -3.635)
H (0.130, -1.995, -2.848)

As for the LUMO energy (alpha / beta): -11.08 / -11.34 eV. The charge is +3. The value obtained for the HOMO energy (alpha / beta) is -17.08 / -17.42 eV.



[3]
DFT (ωB97M-V/def2-TZVPD) results for a molecular structure, C26H24N7SSiY.

Positions of all 60 atoms, in Å:
Y (-0.416, 0.114, -0.008)
C (0.181, -0.004, 4.575)
C (-0.370, -0.001, 3.300)
N (0.413, -0.015, 2.221)
C (1.749, -0.031, 2.394)
C (2.269, -0.032, 3.679)
N (1.493, -0.019, 4.758)
C (2.590, -0.038, 1.159)
C (3.968, -0.050, 1.190)
C (4.704, -0.054, 0.000)
C (3.972, -0.049, -1.192)
C (2.594, -0.036, -1.166)
N (1.911, -0.026, -0.005)
C (1.757, -0.027, -2.404)
C (2.283, -0.026, -3.687)
N (1.511, -0.012, -4.769)
C (0.198, 0.003, -4.592)
C (-0.358, 0.004, -3.320)
N (0.421, -0.012, -2.237)
C (6.189, -0.062, 0.003)
C (6.917, -0.068, -1.183)
C (8.302, -0.074, -1.127)
N (8.994, -0.074, 0.009)
C (8.298, -0.068, 1.142)
C (6.912, -0.062, 1.192)
H (-0.452, 0.010, 5.453)
H (-1.442, 0.024, 3.145)
H (3.336, -0.040, 3.857)
H (4.477, -0.057, 2.139)
H (4.485, -0.054, -2.139)
H (3.350, -0.035, -3.861)
H (-0.430, 0.017, -5.473)
H (-1.430, 0.028, -3.169)
H (6.450, -0.068, -2.157)
H (8.881, -0.078, -2.043)
H (8.873, -0.067, 2.060)
H (6.441, -0.056, 2.164)
C (-5.735, 1.954, 1.543)
Si (-5.918, 0.932, 0.006)
C (-7.532, 0.018, 0.022)
C (-5.759, 1.940, -1.543)
C (-4.548, -0.419, 0.001)
C (-4.898, -1.766, 0.002)
C (-3.950, -2.794, 0.000)
C (-2.630, -2.448, -0.003)
N (-2.241, -1.153, -0.003)
C (-3.169, -0.154, -0.002)
S (-2.532, 1.522, -0.002)
H (-6.593, 2.627, 1.619)
H (-4.833, 2.566, 1.541)
H (-5.732, 1.327, 2.438)
H (-8.348, 0.746, 0.025)
H (-7.655, -0.601, 0.914)
H (-7.668, -0.610, -0.861)
H (-6.619, 2.612, -1.612)
H (-5.769, 1.306, -2.433)
H (-4.858, 2.553, -1.560)
H (-5.948, -2.034, 0.005)
H (-4.242, -3.834, 0.000)
H (-1.844, -3.192, -0.004)

As for the LUMO energy: -7.39 eV. The charge is +2. The value obtained for the HOMO energy is -14.15 eV.



[4]
DFT (ωB97M-V/def2-TZVPD) results for a molecular structure, C26H24N7SSiY.

Positions of all 60 atoms, in Å:
Y (0.428, -0.611, -0.765)
C (3.742, 0.110, -3.982)
C (2.670, -0.385, -3.248)
N (2.249, 0.236, -2.144)
C (2.896, 1.352, -1.754)
C (3.968, 1.817, -2.507)
N (4.383, 1.205, -3.608)
C (2.419, 2.011, -0.508)
C (2.976, 3.177, -0.021)
C (2.505, 3.733, 1.170)
C (1.464, 3.067, 1.821)
C (0.927, 1.922, 1.266)
N (1.399, 1.393, 0.121)
C (-0.175, 1.164, 1.914)
C (-0.960, 1.685, 2.935)
N (-1.908, 0.968, 3.527)
C (-2.093, -0.272, 3.104)
C (-1.363, -0.797, 2.043)
N (-0.414, -0.074, 1.446)
C (3.089, 4.968, 1.723)
C (4.419, 5.303, 1.488)
C (4.916, 6.478, 2.035)
N (4.186, 7.313, 2.765)
C (2.916, 6.993, 2.983)
C (2.323, 5.838, 2.495)
H (4.079, -0.396, -4.878)
H (2.153, -1.287, -3.553)
H (4.515, 2.705, -2.221)
H (3.764, 3.677, -0.563)
H (1.108, 3.430, 2.773)
H (-0.835, 2.702, 3.281)
H (-2.848, -0.866, 3.602)
H (-1.537, -1.798, 1.668)
H (5.089, 4.661, 0.932)
H (5.952, 6.753, 1.877)
H (2.336, 7.692, 3.574)
H (1.273, 5.666, 2.690)
C (-4.055, -5.682, -2.335)
Si (-3.069, -5.118, -0.857)
C (-1.477, -6.074, -0.745)
C (-4.046, -5.276, 0.725)
C (-2.853, -3.213, -1.101)
C (-4.046, -2.521, -1.310)
C (-4.104, -1.144, -1.515)
C (-2.922, -0.450, -1.514)
N (-1.749, -1.078, -1.316)
C (-1.700, -2.418, -1.108)
S (-0.068, -3.116, -0.810)
H (-4.260, -6.751, -2.246)
H (-3.501, -5.532, -3.263)
H (-5.018, -5.180, -2.435)
H (-1.757, -7.129, -0.666)
H (-0.881, -5.825, 0.131)
H (-0.851, -5.968, -1.631)
H (-4.287, -6.324, 0.910)
H (-4.990, -4.728, 0.694)
H (-3.476, -4.918, 1.585)
H (-4.980, -3.073, -1.318)
H (-5.042, -0.636, -1.679)
H (-2.881, 0.620, -1.678)

As for the LUMO energy: -7.34 eV. The charge is +2. The value obtained for the HOMO energy is -14.14 eV.